Entry 1:
{
  "formula": "C46H31BN3O7",
  "method": "ωB97M-V/def2-TZVPD",
  "species": ["O", "O", "O", "O", "O", "O", "O", "N", "N", "N", "C", "C", "C", "C", "C", "C", "C", "C", "C", "C", "C", "C", "C", "C", "C", "C", "C", "C", "C", "C", "C", "C", "C", "C", "C", "C", "C", "C", "C", "C", "C", "C", "C", "C", "C", "C", "C", "C", "C", "C", "C", "C", "C", "C", "C", "C", "B", "H", "H", "H", "H", "H", "H", "H", "H", "H", "H", "H", "H", "H", "H", "H", "H", "H", "H", "H", "H", "H", "H", "H", "H", "H", "H", "H", "H", "H", "H", "H"],
  "coordinates": [[-6.687, 4.437, -7.267], [1.688, 3.947, 6.269], [3.786, -2.375, 0.452], [-0.502, 0.107, 3.236], [-3.907, 0.548, -4.859], [6.680, -3.899, 4.691], [-0.197, -3.557, -4.232], [-0.454, -3.191, 0.238], [-0.092, -1.958, 0.553], [-2.115, -1.997, -4.177], [-0.008, 0.990, 3.921], [1.199, 3.090, 5.568], [-5.835, 3.577, -5.248], [-2.062, 2.376, 3.777], [5.918, -2.464, 1.465], [-4.608, 0.225, -8.959], [-5.572, 2.374, -7.488], [6.543, -1.853, 0.386], [3.800, -3.315, 2.607], [-0.201, 3.212, 5.066], [8.646, -1.963, 1.548], [2.422, -3.462, 2.622], [-4.567, 1.417, -5.399], [4.452, -2.694, 1.421], [6.028, -3.529, 3.741], [3.311, 1.768, 5.566], [-5.131, 2.551, -4.615], [-5.454, 3.642, -2.500], [6.668, -2.842, 2.584], [-2.787, 3.510, 4.097], [-0.620, -2.345, -2.026], [-0.769, 2.218, 4.262], [4.550, -3.733, 3.707], [3.919, -4.328, 4.792], [-4.948, 2.587, -3.238], [2.119, -0.256, 4.094], [1.981, 1.884, 5.175], [-0.937, 4.342, 5.391], [-4.833, 1.369, -6.860], [-2.226, 4.490, 4.909], [3.438, -0.371, 4.482], [4.046, 0.647, 5.208], [7.904, -1.604, 0.428], [-6.082, 3.543, -6.719], [8.031, -2.585, 2.621], [2.543, -4.481, 4.795], [-6.328, 4.641, -4.505], [1.791, -4.037, 3.711], [-0.243, -1.096, -1.614], [-4.347, 0.299, -7.602], [-5.834, 2.292, -8.848], [0.041, -0.942, -0.267], [-0.686, -3.346, -1.043], [-6.138, 4.673, -3.134], [-5.357, 1.219, -9.581], [1.389, 0.873, 4.416], [-0.984, -2.683, -3.557], [3.991, -1.253, 4.199], [-1.879, -1.005, -4.246], [-6.863, 5.437, -5.003], [8.606, -2.871, 3.491], [3.769, 2.562, 6.140], [0.097, -1.801, 1.538], [9.708, -1.758, 1.581], [-2.877, -1.992, -3.499], [-3.792, 3.632, 3.717], [-3.769, -0.473, -7.113], [0.713, -4.143, 3.721], [5.963, -1.572, -0.481], [-0.162, -0.270, -2.294], [4.509, -4.659, 5.635], [-6.414, 3.068, -9.329], [-5.318, 3.664, -1.427], [-2.496, 1.609, 3.151], [-0.952, -4.345, -1.342], [-5.567, 1.155, -10.640], [-4.414, 1.784, -2.750], [-4.232, -0.609, -9.535], [-0.496, 5.104, 6.019], [1.853, -3.117, 1.773], [-0.597, -4.421, -4.365], [2.053, -4.937, 5.644], [-2.797, 5.373, 5.163], [8.390, -1.126, -0.412], [5.085, 0.565, 5.496], [0.374, -0.005, 0.138], [-6.526, 5.501, -2.557], [1.654, -1.047, 3.522]],
  "lowdin_charge": [0.120, 0.125, 0.082, 0.057, 0.070, 0.124, 0.188, 0.155, 0.073, 0.172, -0.268, -0.273, -0.077, -0.007, -0.086, -0.051, -0.080, 0.000, -0.107, -0.076, -0.043, -0.040, -0.270, -0.276, -0.279, 0.015, -0.084, -0.060, -0.081, -0.052, -0.017, -0.087, -0.098, 0.013, -0.012, -0.002, -0.075, 0.008, -0.085, -0.042, -0.033, -0.029, -0.047, -0.275, 0.006, -0.037, 0.006, -0.053, 0.051, -0.002, 0.005, 0.024, -0.026, -0.050, -0.047, -0.086, -0.539, 0.091, 0.075, 0.124, 0.125, 0.126, 0.149, 0.113, 0.084, 0.110, 0.117, 0.110, 0.120, 0.137, 0.127, 0.124, 0.105, 0.116, 0.135, 0.111, 0.111, 0.110, 0.126, 0.080, 0.127, 0.114, 0.113, 0.112, 0.115, 0.153, 0.111, 0.090],
  "homo_energy_ev": -11.5,
  "e_above_lowest_kcal_mol": 0.0,
  "homo_lumo_gap_ev": 6.9650,
  "charge": 1
}

=====

Entry 2:
{
  "formula": "C46H31BrF4INiPSSb",
  "method": "ωB97M-V/def2-TZVPD",
  "species": ["I", "Sb", "Br", "Ni", "S", "P", "F", "F", "F", "F", "C", "C", "C", "C", "C", "C", "C", "C", "C", "C", "C", "C", "C", "C", "C", "C", "C", "C", "C", "C", "C", "C", "C", "C", "C", "C", "C", "C", "C", "C", "C", "C", "C", "C", "C", "C", "C", "C", "C", "C", "C", "C", "C", "C", "C", "C", "H", "H", "H", "H", "H", "H", "H", "H", "H", "H", "H", "H", "H", "H", "H", "H", "H", "H", "H", "H", "H", "H", "H", "H", "H", "H", "H", "H", "H", "H", "H"],
  "coordinates": [[-2.818, 0.395, -3.522], [-1.570, 0.591, 2.296], [-0.802, 3.057, -1.602], [-0.857, 0.357, -1.850], [-2.200, 0.366, 0.093], [1.385, 0.586, -2.084], [4.142, 1.820, -2.828], [0.538, 5.693, -1.724], [3.079, 6.329, -2.386], [4.853, 4.357, -2.973], [0.131, -2.420, -1.345], [4.508, -0.620, 0.348], [-4.400, -2.151, -3.064], [-3.884, -0.326, 4.082], [0.097, 4.625, 2.218], [-0.869, -1.655, -1.880], [2.454, 0.077, -0.690], [-0.683, 3.495, 2.018], [-3.176, -1.593, -2.853], [-5.571, 1.804, 3.474], [-0.026, -3.814, -1.184], [-0.812, -2.300, 1.984], [-3.463, 0.693, 3.240], [2.075, -0.156, -3.594], [2.707, 5.063, -2.346], [1.909, 2.362, -2.241], [2.584, -0.170, 1.709], [2.531, -0.006, -5.953], [3.094, -1.273, -5.929], [2.583, -1.453, -3.588], [0.050, -1.418, 4.064], [3.212, 2.732, -2.568], [0.690, 2.275, 3.586], [2.022, 0.552, -4.793], [1.408, 4.727, -2.012], [3.610, 4.056, -2.638], [-0.639, -1.243, 2.869], [0.408, -3.726, 3.489], [-0.287, -3.545, 2.301], [-4.602, -3.499, -2.708], [3.915, -0.544, 1.600], [1.172, 4.582, 3.096], [-2.298, -3.655, -1.980], [-0.376, 2.324, 2.697], [-4.300, 1.755, 2.922], [3.789, -0.311, -0.797], [-2.095, -2.271, -2.251], [1.016, 3.400, -1.982], [-1.216, -4.413, -1.473], [1.463, 3.411, 3.782], [-5.159, -0.270, 4.626], [3.107, -2.000, -4.749], [-5.996, 0.796, 4.330], [0.577, -2.665, 4.367], [1.860, 0.134, 0.569], [-3.566, -4.237, -2.210], [-1.352, -5.478, -1.327], [5.542, -0.926, 0.257], [0.812, 0.409, 0.640], [1.113, -2.807, 5.296], [-3.704, -5.285, -1.976], [-5.202, -1.578, -3.507], [2.568, -2.039, -2.679], [-0.421, -4.368, 1.613], [1.054, -1.967, -1.003], [-6.985, 0.841, 4.767], [-3.230, -1.160, 4.309], [-5.498, -1.067, 5.275], [2.296, 3.376, 4.471], [-1.520, 3.534, 1.332], [0.817, -4.698, 3.732], [4.267, -0.382, -1.760], [1.592, 1.546, -4.820], [-3.974, 2.532, 2.240], [4.488, -0.787, 2.485], [0.170, -0.606, 4.772], [2.109, -0.120, 2.681], [2.488, 0.550, -6.881], [3.531, -2.996, -4.723], [1.782, 5.461, 3.250], [-6.231, 2.624, 3.224], [0.807, -4.397, -0.809], [-0.138, 5.538, 1.686], [0.923, 1.368, 4.128], [-1.337, -2.155, 1.047], [-5.578, -3.942, -2.855], [3.511, -1.701, -6.831]],
  "lowdin_charge": [1.140, 1.357, 0.924, -0.410, 0.184, 1.089, 0.123, 0.091, 0.162, 0.157, -0.126, -0.056, -0.132, -0.114, -0.068, -0.188, -0.340, -0.151, -0.559, -0.069, -0.083, -0.126, -0.361, -0.346, -0.129, -0.267, -0.062, -0.064, -0.066, -0.093, -0.136, -0.204, -0.125, -0.089, -0.256, -0.128, -0.353, -0.059, -0.059, -0.062, -0.055, -0.062, -0.157, -0.334, -0.127, -0.076, -0.246, -0.530, -0.032, -0.064, -0.071, -0.060, -0.067, -0.071, -0.100, -0.020, 0.118, 0.113, 0.046, 0.111, 0.119, 0.100, 0.096, 0.101, 0.071, 0.111, 0.098, 0.110, 0.113, 0.069, 0.112, 0.102, 0.111, 0.096, 0.111, 0.096, 0.083, 0.111, 0.111, 0.112, 0.111, 0.112, 0.113, 0.080, 0.064, 0.112, 0.110],
  "homo_energy_ev": [-10.2, -10.2],
  "homo_lumo_gap_ev": [7.0682, 7.0228],
  "charge": 1
}

=====

Entry 3:
{
  "formula": "C46H31CaCl2N9O6S2",
  "method": "ωB97M-V/def2-TZVPD",
  "species": ["Ca", "Cl", "Cl", "S", "S", "O", "O", "O", "O", "O", "O", "N", "N", "N", "N", "N", "N", "N", "N", "N", "C", "C", "C", "C", "C", "C", "C", "C", "C", "C", "C", "C", "C", "C", "C", "C", "C", "C", "C", "C", "C", "C", "C", "C", "C", "C", "C", "C", "C", "C", "C", "C", "C", "C", "C", "C", "C", "C", "C", "C", "C", "C", "C", "C", "C", "C", "H", "H", "H", "H", "H", "H", "H", "H", "H", "H", "H", "H", "H", "H", "H", "H", "H", "H", "H", "H", "H", "H", "H", "H", "H", "H", "H", "H", "H", "H", "H"],
  "coordinates": [[0.237, 0.033, 0.610], [-1.076, 0.542, 7.602], [2.000, 1.405, 7.374], [3.088, -2.197, 0.507], [2.976, -6.259, 0.074], [-3.351, 0.844, 3.291], [2.997, 2.864, 2.760], [-5.359, 3.858, -2.139], [0.196, -0.693, -1.595], [1.858, -7.001, 0.607], [3.665, -6.856, -1.046], [2.575, 0.973, -0.223], [-1.202, 0.493, 2.444], [-0.138, 3.029, -5.689], [2.576, -4.720, -0.230], [-2.348, -0.217, 0.056], [-0.396, -2.464, 1.244], [1.452, 1.193, 2.263], [-0.219, 1.922, -0.892], [-1.101, 3.818, -5.759], [2.492, 1.988, 2.041], [5.759, -4.795, 3.259], [-4.317, 3.914, -3.018], [3.241, 0.666, -1.331], [-3.894, 2.686, -3.534], [-0.166, -3.349, 0.276], [0.867, 1.130, 3.533], [4.988, -3.958, 2.464], [-2.635, 5.014, -4.323], [-2.862, -0.800, -1.022], [-2.069, -3.928, 2.125], [-2.173, 3.798, -4.789], [5.714, -6.179, 3.100], [-1.059, 0.589, 4.902], [0.180, 0.183, -2.511], [4.133, -5.904, 1.363], [3.231, -3.861, 0.533], [-0.343, 3.175, -0.537], [-5.673, 5.042, -1.444], [-0.845, -4.556, 0.178], [-1.331, -2.756, 2.149], [-4.990, -1.054, 0.014], [-2.530, 0.503, 2.422], [5.145, 1.917, -0.647], [-0.166, 3.934, -2.790], [-0.305, 0.771, 6.051], [-0.076, 2.586, -3.209], [1.592, 1.325, 4.706], [-0.067, 1.603, -2.200], [3.182, 1.721, 0.700], [1.019, 1.142, 5.952], [0.442, -0.108, -3.868], [4.527, 1.112, -1.590], [-4.460, -0.452, 1.140], [-0.297, 4.231, -1.465], [-3.123, -0.062, 1.129], [-2.834, 2.627, -4.410], [0.400, 0.879, -4.844], [4.463, 2.230, 0.515], [-4.175, -1.239, -1.093], [-0.504, 0.754, 3.633], [-1.819, -4.847, 1.116], [4.890, -6.757, 2.142], [0.061, 2.187, -4.568], [-3.693, 5.085, -3.419], [4.171, -4.535, 1.506], [-0.580, -5.249, -0.608], [-6.061, 5.812, -2.118], [4.881, 2.843, 1.300], [-2.814, -4.107, 2.889], [-5.029, -0.278, 2.041], [0.690, -1.132, -4.118], [6.324, -6.810, 3.736], [-1.488, -2.013, 2.922], [-4.534, -1.718, -1.994], [-4.395, 1.784, -3.206], [-2.143, 5.920, -4.653], [-2.103, 0.338, 4.989], [-4.008, 6.049, -3.044], [5.024, 0.818, -2.504], [0.611, -3.091, -0.433], [-2.496, 1.666, -4.775], [-0.458, 3.365, 0.526], [2.722, 0.023, -2.031], [-2.177, -0.929, -1.853], [6.403, -4.369, 4.019], [6.153, 2.284, -0.807], [-6.022, -1.385, 0.002], [2.623, 1.636, 4.639], [-2.366, -5.781, 1.070], [4.839, -7.830, 2.012], [-0.111, 4.726, -3.527], [-6.441, 4.776, -0.722], [0.582, 0.623, -5.883], [-0.351, 5.255, -1.120], [4.998, -2.881, 2.571], [-4.799, 5.432, -0.915]],
  "lowdin_charge": [1.287, 0.596, 0.599, 0.675, 0.602, -0.023, -0.018, -0.086, -0.195, -0.332, -0.332, 0.052, -0.018, 0.050, -0.121, 0.078, 0.021, -0.016, 0.035, 0.041, -0.501, -0.085, -0.283, -0.162, 0.014, -0.164, -0.210, -0.037, -0.056, -0.125, -0.070, -0.306, -0.098, -0.057, -0.421, -0.232, -0.844, -0.120, -0.098, -0.055, -0.141, -0.077, -0.509, -0.075, -0.021, -0.694, -0.117, -0.051, -0.142, -0.186, -0.692, -0.023, -0.065, -0.014, -0.039, -0.192, -0.017, -0.050, -0.013, -0.072, -0.209, -0.080, -0.052, -0.283, -0.026, -0.231, 0.104, 0.087, 0.106, 0.096, 0.107, 0.107, 0.092, 0.101, 0.094, 0.117, 0.110, 0.091, 0.097, 0.097, 0.060, 0.121, 0.116, 0.098, 0.099, 0.095, 0.096, 0.097, 0.099, 0.098, 0.112, 0.108, 0.090, 0.105, 0.101, 0.092, 0.097],
  "homo_energy_ev": -2.6,
  "e_above_lowest_kcal_mol": 4.4,
  "homo_lumo_gap_ev": 6.2549,
  "charge": -2
}